{"formula": "C44H57BF6N6O8S2W", "method": "ωB97M-V/def2-TZVPD", "spin_multiplicity": 3, "e_above_lowest_kj_mol": 0.00, "fmax_ha_per_bohr": 0.014, "lumo_ev": [-0.77, -1.31], "total_energy_ev": -112353.5093, "homo_energy_ev": [-7.8811, -8.3079], "species": ["W", "C", "C", "C", "C", "C", "C", "C", "C", "C", "C", "C", "C", "N", "C", "O", "C", "C", "C", "C", "C", "N", "C", "O", "N", "C", "C", "C", "C", "C", "C", "C", "C", "C", "C", "C", "C", "H", "H", "H", "H", "H", "H", "H", "H", "H", "H", "H", "H", "H", "H", "H", "H", "H", "H", "H", "H", "H", "H", "H", "H", "H", "H", "H", "H", "H", "H", "H", "H", "H", "H", "H", "H", "H", "F", "C", "F", "F", "S", "O", "O", "N", "S", "O", "O", "C", "F", "F", "F", "C", "C", "C", "C", "N", "N", "C", "H", "H", "H", "H", "H", "H", "H", "H", "C", "C", "C", "O", "B", "O", "C", "C", "C", "H", "H", "H", "H", "H", "H", "H", "H", "H", "H", "H", "H"], "coordinates": [[0.0701, -0.0155, -0.2611], [-0.2234, -0.2001, 4.8927], [1.1262, 0.4890, 4.8309], [2.2664, -0.4967, 5.1190], [1.3529, 1.5279, 3.7057], [2.3618, 2.4239, 4.0923], [2.6007, 3.6182, 3.4617], [1.7047, 4.0262, 2.4898], [0.6962, 3.1820, 2.0537], [-0.4184, 3.7912, 1.2114], [-0.0378, 5.1320, 0.5942], [-1.6636, 4.0749, 2.0747], [0.6404, 1.8406, 2.5265], [-0.1950, 0.9348, 1.7095], [-1.5231, 0.9055, 2.0565], [-2.0322, 1.0775, 3.1450], [-2.4450, 0.8077, 0.8654], [-3.8229, 0.8600, 0.9299], [-4.5305, 0.9466, -0.2635], [-3.8561, 0.9819, -1.4823], [-2.4784, 0.8910, -1.4681], [-1.8214, 0.8083, -0.3106], [-1.5873, 0.9037, -2.6799], [-2.1114, 1.1151, -3.7661], [-0.2681, 0.7468, -2.3841], [0.5266, 1.2855, -3.5149], [0.7090, 2.6877, -3.5515], [1.2481, 3.2915, -4.6845], [1.6596, 2.5642, -5.7764], [1.4923, 1.2016, -5.7365], [0.9071, 0.5410, -4.6539], [0.7051, -0.9320, -4.9654], [0.9704, -1.9028, -3.8354], [-0.6768, -1.1724, -5.5837], [0.2158, 3.6560, -2.4885], [-1.1538, 4.2065, -2.9181], [1.1959, 4.8171, -2.2584], [-0.2323, -0.8861, 5.7435], [-1.0320, 0.5150, 5.0083], [-0.4211, -0.7711, 3.9959], [1.1366, 1.1547, 5.6999], [2.1949, -1.4087, 4.5372], [3.2483, -0.0545, 4.9505], [2.2021, -0.7919, 6.1690], [2.9535, 2.1617, 4.9620], [3.4090, 4.2635, 3.7815], [1.7827, 5.0261, 2.0907], [-0.6852, 3.1001, 0.4065], [-0.0043, 5.9084, 1.3613], [0.9260, 5.1019, 0.1043], [-0.7929, 5.4353, -0.1326], [-1.4353, 4.8946, 2.7602], [-2.4910, 4.4006, 1.4376], [-1.9937, 3.2388, 2.6771], [-4.2946, 0.8586, 1.9020], [-5.6111, 1.0017, -0.2463], [-4.3568, 1.0738, -2.4359], [1.3204, 4.3683, -4.7227], [2.0804, 3.0507, -6.6470], [1.7938, 0.6058, -6.5894], [1.4392, -1.1420, -5.7451], [0.0269, -2.2504, -3.4355], [1.5166, -2.7766, -4.1969], [1.5503, -1.4520, -3.0291], [-1.4625, -0.8620, -4.8940], [-0.8037, -0.6030, -6.5055], [-0.8026, -2.2340, -5.8117], [0.0951, 3.1142, -1.5496], [-1.0394, 4.8581, -3.7881], [-1.8455, 3.4123, -3.1988], [-1.6014, 4.7983, -2.1166], [1.7172, 5.1148, -3.1647], [0.6637, 5.6970, -1.9024], [1.9511, 4.5427, -1.5269], [2.8735, -4.0780, 1.1222], [3.2378, -2.9868, 1.7814], [3.4908, -3.3073, 3.0443], [4.3344, -2.4870, 1.2259], [1.9122, -1.6942, 1.7775], [1.3864, -1.6546, 0.3897], [2.5838, -0.5274, 2.2257], [0.8109, -2.2848, 2.7108], [-0.5293, -2.8189, 2.0338], [-1.2507, -1.7595, 1.3380], [-0.3829, -4.0749, 1.3652], [-1.5653, -3.2012, 3.5344], [-2.2963, -2.1569, 3.8921], [-2.3855, -4.1925, 3.1938], [-0.8069, -3.5929, 4.5469], [-3.8107, -3.5132, -2.3234], [-2.3894, -3.2641, -1.9541], [-1.2820, -4.0746, -1.9173], [-0.2195, -3.2713, -1.4781], [-0.6455, -2.0216, -1.2662], [-1.9672, -2.0521, -1.5694], [1.1752, -3.7734, -1.3432], [-4.2573, -4.2521, -1.6589], [-3.8812, -3.8876, -3.3440], [-4.3979, -2.5969, -2.2593], [-1.2268, -5.1197, -2.1686], [-2.5517, -1.2463, -1.4348], [1.3535, -4.5016, -2.1341], [1.2815, -4.2798, -0.3882], [1.9200, -2.9878, -1.4140], [4.5535, 2.3383, 0.4025], [3.9457, 2.1201, -0.9754], [4.3851, 3.2106, -1.9335], [2.5019, 2.2152, -0.7921], [2.0134, 0.9480, -0.6993], [2.9473, -0.0050, -1.0397], [4.1364, 0.6663, -1.5283], [5.3386, -0.0689, -0.9615], [4.1323, 0.5775, -3.0443], [4.2618, 3.3263, 0.7595], [5.6428, 2.2847, 0.3742], [4.1787, 1.6035, 1.1177], [4.2421, 4.1876, -1.4719], [3.8173, 3.1823, -2.8622], [5.4470, 3.1015, -2.1646], [5.3013, -0.1217, 0.1244], [6.2680, 0.4205, -1.2608], [5.3500, -1.0863, -1.3545], [3.2645, 1.0768, -3.4740], [4.1010, -0.4739, -3.3356], [5.0356, 1.0223, -3.4640]], "forces_ev_per_a": [[0.061, -0.727, -0.023], [-0.017, -0.014, 0.064], [-0.101, 0.075, -0.024], [0.048, 0.006, 0.000], [0.116, -0.047, -0.003], [0.041, -0.038, 0.004], [-0.037, -0.018, 0.000], [0.002, 0.012, 0.021], [-0.031, 0.012, -0.017], [0.003, 0.006, 0.001], [-0.021, 0.011, 0.011], [0.012, 0.004, -0.004], [-0.035, -0.006, 0.023], [-0.001, 0.024, -0.232], [-0.028, 0.066, -0.016], [-0.049, 0.121, -0.120], [-0.052, 0.036, 0.143], [0.037, 0.077, -0.046], [-0.017, 0.003, -0.012], [0.005, 0.010, 0.015], [0.016, 0.125, -0.028], [-0.135, -0.036, -0.135], [-0.052, -0.001, 0.042], [0.025, -0.027, 0.007], [-0.066, 0.036, 0.051], [-0.083, -0.011, 0.019], [0.058, 0.050, -0.028], [0.048, -0.016, 0.002], [-0.021, -0.019, 0.003], [0.050, -0.023, 0.020], [0.059, -0.018, -0.008], [-0.052, 0.038, -0.021], [-0.007, -0.045, 0.033], [0.003, -0.031, 0.036], [-0.091, -0.025, -0.004], [-0.034, -0.014, 0.001], [0.020, 0.022, -0.033], [0.011, -0.034, -0.015], [0.069, -0.056, 0.062], [0.012, 0.082, 0.036], [-0.050, 0.018, 0.003], [-0.022, -0.017, -0.041], [0.004, -0.020, -0.027], [0.020, 0.023, -0.001], [-0.006, 0.005, 0.002], [0.000, 0.003, 0.004], [0.002, -0.007, 0.004], [0.000, -0.007, 0.024], [-0.007, 0.000, 0.002], [0.016, -0.007, 0.014], [0.013, -0.017, 0.014], [0.003, -0.017, 0.009], [0.008, 0.001, -0.002], [-0.023, -0.090, 0.020], [-0.020, 0.006, -0.007], [0.000, -0.002, 0.001], [-0.017, 0.000, 0.007], [-0.004, -0.059, -0.056], [0.001, 0.002, 0.001], [-0.002, 0.007, -0.007], [-0.013, -0.015, -0.006], [0.073, 0.035, -0.056], [-0.007, -0.010, -0.004], [0.026, 0.003, 0.016], [0.002, -0.032, -0.014], [-0.006, 0.022, 0.016], [0.006, -0.001, -0.015], [0.037, 0.004, -0.004], [0.007, -0.005, -0.007], [0.013, 0.054, 0.003], [0.012, 0.005, 0.009], [-0.021, 0.030, 0.079], [0.021, -0.008, 0.024], [0.028, -0.022, -0.028], [0.006, -0.033, 0.088], [0.025, 0.042, -0.089], [0.028, 0.044, -0.001], [-0.018, -0.024, -0.045], [-0.251, -0.162, -0.067], [0.224, 0.569, 0.209], [0.057, -0.055, 0.120], [0.106, -0.003, -0.157], [-0.073, 0.059, -0.066], [0.048, -0.172, 0.272], [-0.006, 0.009, 0.057], [-0.017, 0.023, 0.033], [0.000, -0.033, -0.006], [-0.004, -0.004, -0.008], [-0.011, 0.006, -0.014], [-0.011, -0.004, 0.001], [0.009, 0.037, 0.009], [-0.013, -0.026, 0.055], [-0.017, -0.077, 0.072], [-0.072, 0.215, 0.088], [-0.023, 0.013, -0.041], [0.030, 0.004, -0.111], [0.006, -0.003, 0.002], [0.004, -0.004, 0.002], [0.003, 0.002, -0.001], [0.004, 0.001, -0.011], [0.004, -0.004, -0.006], [0.012, 0.001, -0.018], [-0.043, 0.000, -0.064], [-0.015, -0.016, -0.026], [0.000, -0.037, 0.026], [-0.013, 0.016, -0.037], [0.055, -0.005, 0.006], [-0.107, 0.103, 0.036], [0.018, -0.097, -0.181], [0.162, -0.010, -0.127], [0.101, 0.091, 0.263], [0.024, 0.026, -0.053], [-0.048, 0.014, -0.030], [-0.019, -0.013, 0.009], [0.002, 0.010, -0.015], [0.004, -0.009, 0.001], [-0.002, 0.001, 0.012], [-0.006, -0.012, -0.003], [0.002, -0.004, 0.000], [-0.011, -0.001, 0.003], [-0.007, 0.011, 0.004], [0.005, 0.000, -0.002], [-0.003, 0.017, 0.009], [-0.018, 0.005, 0.001], [0.007, -0.004, -0.001]], "lowdin_spin": [1.632, 0.000, 0.000, 0.000, 0.001, 0.000, 0.000, 0.000, 0.002, 0.003, 0.000, 0.001, 0.008, 0.005, 0.008, 0.026, 0.027, -0.002, 0.026, -0.001, 0.028, 0.016, 0.015, 0.042, 0.000, 0.003, -0.001, 0.000, -0.001, 0.000, -0.001, 0.000, 0.002, 0.000, 0.001, 0.000, 0.000, 0.000, 0.000, 0.000, 0.000, 0.000, 0.000, 0.000, 0.000, 0.000, 0.000, 0.003, 0.000, 0.000, 0.000, 0.000, 0.000, 0.000, 0.000, 0.001, 0.000, 0.000, 0.000, 0.000, 0.000, 0.000, 0.000, 0.001, 0.000, 0.000, 0.000, 0.002, 0.000, 0.000, 0.000, 0.000, 0.000, 0.000, 0.000, 0.001, 0.000, 0.000, 0.006, 0.036, 0.003, 0.000, 0.001, 0.007, 0.001, 0.000, 0.000, 0.000, 0.000, 0.001, 0.005, 0.000, 0.007, 0.008, 0.003, 0.001, 0.000, 0.000, 0.000, 0.000, 0.001, 0.000, 0.000, 0.000, 0.000, -0.001, 0.000, 0.005, 0.044, 0.019, 0.000, 0.001, 0.000, 0.000, 0.000, 0.000, 0.000, 0.000, 0.000, 0.000, 0.000, 0.000, 0.000, 0.000, 0.000]}